[1]
C9H22BFN2O2 | ωB97M-V with the def2-TZVPD basis set

Each line ends with the Mulliken charge.
Atoms and positions in Å:
C (-3.10076, -3.77008, -0.26779)  -0.860
B (-2.74948, -2.19879, 0.19892)  0.315
O (-3.55910, -1.53666, 1.24223)  -0.502
N (-1.58439, -1.52172, -0.56397)  -0.023
C (-0.25961, -2.24758, -0.38680)  -0.725
C (0.49926, -1.92248, 1.04358)  0.268
N (1.76567, -2.73296, 1.25168)  -0.649
C (0.81831, -0.28109, 1.00817)  -0.766
C (-0.69457, 0.43168, 1.01054)  0.317
F (-0.42615, 1.90237, 1.09635)  -0.304
C (-1.51629, -0.02488, -0.33211)  -0.652
H (-4.26304, -3.91540, -0.46064)  0.292
H (-2.48327, -4.10122, -1.21885)  0.300
H (-2.82448, -4.49215, 0.62175)  0.307
H (-3.21988, -1.84374, 2.13423)  0.347
H (-1.84162, -1.64476, -1.58958)  0.444
H (0.51464, -1.92472, -1.23581)  0.342
H (-0.34114, -3.41400, -0.46100)  0.314
H (-0.26470, -2.05498, 1.95114)  0.009
H (2.23490, -2.43552, 2.15314)  0.322
H (1.44336, -3.72200, 1.44610)  0.292
H (1.28406, -0.05304, -0.06268)  0.311
H (1.49084, 0.07338, 1.89779)  0.368
H (-1.20096, 0.06726, 2.02734)  0.164
H (-1.04696, 0.55129, -1.26555)  0.382
H (-2.61646, 0.42384, -0.22568)  0.316
C (2.18908, 3.05033, -0.01163)  -0.794
C (2.62777, 3.56465, -1.39288)  0.421
C (1.87182, 4.86485, -1.71403)  -1.357
O (2.28003, 2.66062, -2.29213)  -0.920
H (1.11181, 2.84352, 0.03683)  -0.008
H (2.72046, 2.12983, 0.26119)  0.137
H (2.41197, 3.79627, 0.76034)  0.474
H (3.68379, 3.85031, -1.28546)  0.175
H (0.78282, 4.72519, -1.72828)  0.289
H (2.17073, 5.27343, -2.68764)  0.329
H (2.09155, 5.62894, -0.95881)  0.323

## Properties
- Frontier orbital gap: 2.519 eV
- Net charge: 0
- HOMO: -4.3 eV



[2]
C6H12LaNO6P | ωB97M-V with the def2-TZVPD basis set

Each line ends with the Mulliken charge.
Atoms and positions in Å:
C (-2.59715, -0.74095, -0.97733)  -1.172
C (-2.41452, -0.62247, 0.53952)  0.468
C (-1.42269, -1.60442, 1.14938)  -0.811
N (-0.01305, -1.48709, 0.71107)  -0.261
C (0.40781, -0.24713, 0.25897)  0.115
O (0.30159, 0.77359, 1.30677)  -0.890
C (1.64198, 1.07226, 1.93602)  0.858
O (1.73798, 1.91529, 2.74113)  -0.343
O (2.46372, 0.30274, 1.33679)  -0.230
C (1.94557, -0.12869, 0.03755)  -0.164
P (2.53200, 1.27745, -1.06995)  0.703
O (3.52948, 2.05715, -0.37967)  -0.507
O (2.90967, 0.67985, -2.45312)  -0.422
O (1.16994, 2.27069, -1.26749)  -0.586
H (-2.79893, 0.21867, -1.45309)  0.358
H (-1.75214, -1.22770, -1.45677)  0.330
H (-3.47838, -1.34417, -1.17314)  0.353
H (-3.37329, -0.83652, 1.00796)  0.556
H (-2.23133, 0.45508, 0.85808)  -0.620
H (-1.76570, -2.59019, 0.84258)  0.450
H (-1.48900, -1.59210, 2.23398)  0.322
H (0.26114, -2.23222, 0.08285)  0.354
H (-0.02809, 0.11257, -0.69378)  0.424
H (2.42683, -1.08757, -0.13405)  0.649
H (2.22530, 0.22910, -2.97166)  0.405
H (0.64507, 1.91458, -2.00545)  0.383
La (-0.83380, 2.46221, 0.99285)  2.278

## Properties
- Frontier orbital gap: 6.937 eV
- Net charge: +3
- HOMO: -21.0 eV



[3]
C70H55BrMnN2O3P2STe | ωB97M-V with the def2-TZVPD basis set

Each line ends with the Mulliken charge.
Atoms and positions in Å:
Mn (1.17971, -0.08531, 0.01685)  0.568
O (2.62755, -3.55824, 0.55833)  0.587
C (2.11015, -4.15637, 1.69914)  -2.088
C (2.86960, -5.11313, 2.35560)  -0.190
C (2.29433, -5.86448, 3.36670)  -0.615
C (0.95825, -5.67165, 3.68819)  -0.630
C (0.24544, -4.65477, 3.07600)  -0.490
C (0.83016, -3.81828, 2.12099)  1.280
P (0.01661, -2.25720, 1.59166)  2.224
C (-1.67647, -2.82453, 1.25784)  0.544
C (-1.97932, -3.13150, -0.06752)  -0.676
C (-3.23694, -3.59348, -0.41181)  -0.537
C (-4.20856, -3.74702, 0.56917)  -0.675
C (-3.92066, -3.42589, 1.88561)  -0.954
C (-2.65930, -2.96101, 2.23012)  -0.267
C (-0.09031, -1.33928, 3.18626)  0.622
C (0.04504, -1.88184, 4.46529)  -0.555
C (-0.03253, -1.07936, 5.59301)  -0.961
C (-0.24352, 0.28675, 5.47044)  -1.001
C (-0.38745, 0.83867, 4.20921)  -1.025
C (-0.32009, 0.02850, 3.08497)  0.324
C (2.52796, -4.31225, -0.60390)  0.689
C (2.35624, -5.69472, -0.60223)  -1.131
C (2.39241, -6.38945, -1.79965)  -1.002
C (2.60817, -5.72755, -2.99945)  -1.066
C (2.72583, -4.35128, -2.98974)  -0.158
C (2.64854, -3.62055, -1.80463)  0.196
P (2.67599, -1.79576, -1.83358)  1.823
C (4.47682, -1.56885, -2.09899)  1.012
C (5.24288, -1.76562, -0.94711)  -0.736
C (6.61986, -1.63403, -0.97516)  -0.876
C (7.26118, -1.30256, -2.16080)  -0.671
C (6.51439, -1.13067, -3.31374)  -0.783
C (5.13213, -1.26693, -3.28661)  -0.507
C (1.79740, -1.47358, -3.39881)  1.035
C (2.19696, -0.56028, -4.36878)  -0.504
C (1.38646, -0.28835, -5.46298)  -0.912
C (0.14843, -0.89552, -5.58168)  -0.911
C (-0.28005, -1.77563, -4.59699)  -0.682
C (0.53909, -2.06521, -3.52217)  -0.372
H (3.88290, -5.29510, 2.02229)  0.547
H (2.87620, -6.62502, 3.87026)  0.394
H (0.47854, -6.29573, 4.43059)  0.450
H (-0.78875, -4.49321, 3.35162)  0.476
H (-1.23715, -2.96879, -0.84087)  0.328
H (-3.46559, -3.80974, -1.44719)  0.444
H (-5.19692, -4.09901, 0.30181)  0.394
H (-4.68458, -3.51650, 2.64737)  0.451
H (-2.45579, -2.66967, 3.25300)  0.394
H (0.24806, -2.93077, 4.60598)  0.427
H (0.08644, -1.52652, 6.57193)  0.436
H (-0.29006, 0.91308, 6.35206)  0.446
H (-0.54930, 1.90175, 4.08125)  0.581
H (-0.46807, 0.49643, 2.12233)  -0.374
H (2.19883, -6.23567, 0.31649)  0.510
H (2.26092, -7.46372, -1.78552)  0.426
H (2.66065, -6.27394, -3.93127)  0.443
H (2.84797, -3.81797, -3.92453)  0.529
H (4.75390, -2.02466, -0.01727)  0.352
H (7.19125, -1.78663, -0.06854)  0.458
H (8.33756, -1.19201, -2.18663)  0.399
H (7.00425, -0.89403, -4.24972)  0.462
H (4.58601, -1.16195, -4.21294)  0.479
H (3.12259, -0.01181, -4.26788)  -0.138
H (1.71874, 0.42819, -6.20316)  0.393
H (-0.49353, -0.66906, -6.42321)  0.416
H (-1.26135, -2.22734, -4.65745)  0.420
H (0.18708, -2.75299, -2.76132)  0.144
C (-4.81878, 5.58539, -0.58616)  -1.603
C (-3.93643, 4.39089, -0.79989)  1.114
C (-4.04510, 3.61577, -1.95056)  -1.270
C (-3.27291, 2.47835, -2.11960)  -0.575
C (-2.37026, 2.10690, -1.13312)  -0.200
C (-2.24043, 2.87451, 0.01566)  -0.323
C (-3.02031, 4.00670, 0.17413)  -1.445
S (-1.52411, 0.55008, -1.25490)  1.325
O (-1.45785, 0.03895, 0.11750)  -0.815
O (-2.29133, -0.21258, -2.21307)  -0.815
N (0.00137, 0.70472, -1.64390)  1.068
C (0.44367, 1.51883, -2.66329)  -0.553
C (-0.31776, 2.02739, -3.69149)  -0.564
C (0.23073, 2.92311, -4.63046)  -1.473
C (1.53871, 3.31203, -4.56510)  -1.185
C (2.36826, 2.77415, -3.54974)  1.426
C (3.73744, 3.10614, -3.42034)  -0.992
C (4.48861, 2.52775, -2.43796)  -1.382
C (3.87276, 1.57975, -1.59447)  -0.617
N (2.61085, 1.24727, -1.69033)  1.154
C (1.83597, 1.85796, -2.62373)  -0.297
H (-5.29093, 5.90042, -1.51620)  0.379
H (-4.25346, 6.42802, -0.18715)  0.404
H (-5.60959, 5.35238, 0.13087)  0.207
H (-4.76343, 3.89074, -2.71378)  0.368
H (-3.41172, 1.83940, -2.98062)  0.576
H (-1.57559, 2.55981, 0.80702)  0.947
H (-2.93771, 4.57871, 1.09076)  0.569
H (-1.34726, 1.71994, -3.80331)  0.842
H (-0.41151, 3.30468, -5.41441)  0.461
H (1.95854, 4.01268, -5.27565)  0.445
H (4.17112, 3.82132, -4.10954)  0.445
H (5.53553, 2.76197, -2.30545)  0.501
H (4.45345, 1.07586, -0.82840)  0.445
Br (3.28488, -0.67010, 1.94974)  0.097
C (3.19732, 1.02957, 2.80129)  0.933
C (3.94922, 1.20005, 3.92751)  -0.798
C (3.96615, 2.46198, 4.55552)  -0.804
C (3.26223, 3.49355, 4.01018)  -0.937
C (2.49132, 3.31646, 2.83585)  1.249
C (1.80296, 4.41405, 2.26459)  -1.496
C (1.09110, 4.23411, 1.11661)  -1.469
C (0.99540, 2.95130, 0.53621)  1.211
C (1.58667, 1.81479, 1.04729)  -1.145
C (2.40311, 2.04429, 2.20473)  0.982
H (4.53085, 0.38109, 4.32672)  0.493
H (4.55406, 2.60402, 5.45270)  0.404
H (3.28653, 4.47653, 4.46605)  0.408
H (1.87214, 5.38391, 2.74303)  0.364
H (0.58012, 5.07026, 0.65241)  0.525
H (0.40843, 2.87742, -0.37321)  0.501
C (-5.46826, 1.46991, 3.54927)  -1.308
Te (-3.75057, 0.75542, 2.48649)  0.210
C (-5.00377, 0.99406, 0.77573)  0.072
C (-6.06530, 1.97966, 1.18061)  0.363
C (-6.81045, 2.66760, 0.22906)  -0.574
C (-7.77164, 3.58800, 0.61485)  -0.716
C (-7.99599, 3.82786, 1.96327)  -0.498
C (-7.25668, 3.14617, 2.91622)  -0.737
C (-6.28869, 2.22251, 2.53573)  0.613
H (-5.16311, 2.11069, 4.37446)  0.545
H (-6.02548, 0.62581, 3.95625)  0.429
H (-5.41526, 0.02660, 0.48691)  0.672
H (-4.41302, 1.37533, -0.05184)  -0.475
H (-6.62371, 2.48560, -0.82351)  0.437
H (-8.34091, 4.12340, -0.13457)  0.419
H (-8.73958, 4.55142, 2.27204)  0.403
H (-7.42383, 3.33734, 3.96993)  0.444

## Properties
- Frontier orbital gap (spin up / spin down): 7.543 / 7.594 eV
- Energy above the lowest of the compared OMol25 structures with the same formula, charge and spin: 0.0000 eV
- Spin multiplicity: 6
- Net charge: 0
- HOMO (spin up / spin down): -7.1 / -7.2 eV



[4]
C25H34As2ClNNiO11 | ωB97M-V with the def2-TZVPD basis set

Each line ends with the Mulliken charge.
Atoms and positions in Å:
Ni (-1.87393, -0.57293, -0.23317)  0.143
N (-1.23455, -0.35170, 1.57025)  -0.405
H (-1.96678, -0.60921, 2.22406)  0.352
H (-1.04404, 0.64565, 1.61309)  0.303
H (-0.40042, -0.87076, 1.84177)  0.031
C (2.39148, 5.07742, -0.58341)  -0.867
O (2.48742, 3.78105, 0.02263)  -0.155
C (2.64396, 2.74176, -0.79834)  -0.132
O (2.80210, 2.83497, -1.99151)  -0.584
C (2.69544, 1.41924, -0.11207)  0.551
C (3.02606, 1.29965, 1.17021)  0.549
As (3.67388, -0.35676, 1.96497)  0.002
C (2.82016, -0.21216, 3.72702)  -1.283
C (2.38600, -1.56421, 1.13646)  0.966
C (1.94624, -1.45068, -0.11641)  0.327
As (2.37383, -0.02180, -1.41262)  0.415
C (4.27039, -0.53150, -1.63063)  -1.187
C (0.91910, -2.42726, -0.59357)  -0.469
O (-0.06435, -2.15230, -1.22818)  -0.437
O (1.20478, -3.68066, -0.20055)  -0.200
C (0.16351, -4.64013, -0.45560)  -0.787
C (1.86119, -2.60224, 2.08132)  0.387
O (0.77829, -2.48103, 2.59884)  -0.655
O (2.69905, -3.54700, 2.51484)  -0.389
C (3.91407, -3.79806, 1.78964)  -0.646
C (3.07961, 2.42906, 2.15052)  -0.029
O (2.13763, 2.77391, 2.81106)  -0.565
O (4.32657, 2.89603, 2.29913)  -0.290
C (4.48242, 3.93003, 3.28180)  -0.744
H (3.38186, 5.52889, -0.62716)  0.315
H (1.73683, 5.66072, 0.05755)  0.288
H (1.98095, 4.99673, -1.58593)  0.339
H (3.35159, 0.54958, 4.29538)  0.446
H (2.92256, -1.16446, 4.24560)  0.464
H (1.77115, 0.05969, 3.64392)  0.360
H (4.79332, -0.67272, -0.68590)  0.341
H (4.75323, 0.26481, -2.19583)  0.401
H (4.31495, -1.45181, -2.21233)  0.447
H (0.50928, -5.56953, -0.01452)  0.268
H (0.01037, -4.75074, -1.52704)  0.297
H (-0.76412, -4.31151, 0.00956)  0.312
H (4.27835, -4.75110, 2.16060)  0.347
H (4.65429, -3.02342, 1.99023)  0.295
H (3.71455, -3.86772, 0.72300)  0.274
H (5.54899, 4.00309, 3.46892)  0.262
H (3.94080, 3.67852, 4.19074)  0.343
H (4.10170, 4.87142, 2.88791)  0.275
C (-0.65096, 3.17862, -1.33003)  -1.862
C (-1.49829, 1.91393, -1.46437)  2.098
C (-2.92473, 2.24227, -1.01196)  -1.665
C (-1.48478, 1.46650, -2.92748)  -1.492
O (-0.90194, 0.93739, -0.63272)  -0.115
H (-1.10921, 4.02269, -1.85211)  0.491
H (0.32380, 3.00135, -1.78025)  0.233
H (-0.52383, 3.43664, -0.27691)  0.460
H (-3.37265, 3.00385, -1.65560)  0.457
H (-2.91747, 2.62673, 0.01147)  0.314
H (-3.56380, 1.36006, -1.05163)  0.192
H (-1.86847, 2.25450, -3.58176)  0.438
H (-2.09020, 0.57273, -3.06789)  0.307
H (-0.45829, 1.24124, -3.22388)  0.198
Cl (-9.45579, -2.84081, -2.24741)  -0.213
C (-7.79904, -2.48344, -1.86697)  0.438
C (-7.24048, -3.01605, -0.71507)  -0.715
C (-5.92072, -2.72395, -0.41687)  -0.241
C (-5.17460, -1.91330, -1.26422)  -0.078
C (-5.74942, -1.38868, -2.41563)  -0.217
C (-7.06960, -1.67154, -2.72189)  -0.749
C (-3.76479, -1.59511, -0.93446)  1.169
O (-3.23864, -1.92393, 0.17248)  -0.750
O (-3.06892, -0.91532, -1.74557)  -0.735
H (-7.83540, -3.64594, -0.06901)  0.410
H (-5.45416, -3.11869, 0.47577)  0.472
H (-5.15202, -0.75913, -3.06087)  0.468
H (-7.53536, -1.27140, -3.61135)  0.412

## Properties
- Frontier orbital gap: 8.050 eV
- Energy above the lowest of the compared OMol25 structures with the same formula, charge and spin: 0.0000 eV
- Net charge: 0
- HOMO: -8.1 eV



Q: Which energy values were calculated for the entries above? A: -20152.264, -30308.609, -220676.096, -225732.130, in eV.